The following is a quantum chemistry calculation of a molecular structure, C30H25Cl5IMgN6O2S, from the OMol25 dataset.

Computed properties:
2S+1: 1
Total charge: -1
LUMO energy, eV: 2.022
Frontier orbital gap, eV: 6.819

Cartesian coordinates (Å):
Mg1 -0.221 -1.102 0.098
C1 -1.689 -2.382 3.973
C2 -1.224 -0.959 3.997
N1 -1.658 -0.164 4.942
C3 -1.246 1.122 4.956
C4 -0.344 1.637 4.066
C5 0.095 3.067 4.218
O1 1.286 3.209 5.005
C6 0.163 0.794 3.042
C7 1.257 1.261 2.221
N2 1.819 0.640 1.250
C8 2.968 1.273 0.731
C9 2.844 2.327 -0.178
C10 3.957 2.915 -0.752
C11 5.230 2.472 -0.421
C12 5.378 1.466 0.520
C13 4.259 0.882 1.097
I1 4.549 -0.466 2.669
C14 -0.327 -0.528 2.950
O2 -0.016 -1.360 2.022
H1 -2.338 -2.561 4.828
H2 -0.838 -3.067 4.001
H3 -2.224 -2.589 3.046
H4 -1.665 1.752 5.735
H5 -0.676 3.631 4.741
H6 0.235 3.541 3.242
H7 1.862 2.464 4.804
H8 1.683 2.226 2.520
H9 1.849 2.662 -0.435
H10 3.824 3.721 -1.463
H11 6.105 2.920 -0.874
H12 6.366 1.144 0.824
C15 -5.107 -1.164 -3.758
C16 -4.444 -0.329 -2.670
N3 -4.159 -1.081 -1.466
C17 -2.996 -1.725 -1.227
S1 -2.744 -2.422 0.322
N4 -2.128 -1.766 -2.248
N5 -0.894 -2.033 -1.805
C18 0.015 -2.479 -2.592
C19 -0.201 -2.828 -4.030
C20 1.339 -2.634 -1.968
C21 2.415 -3.236 -2.616
C22 3.625 -3.352 -1.953
C23 3.743 -2.878 -0.657
C24 2.629 -2.285 -0.083
N6 1.476 -2.155 -0.722
H13 -5.314 -0.555 -4.642
H14 -6.051 -1.587 -3.407
H15 -4.449 -1.984 -4.046
H16 -5.073 0.521 -2.395
H17 -3.498 0.071 -3.035
H18 -4.855 -1.166 -0.747
H19 -1.211 -2.541 -4.311
H20 -0.080 -3.901 -4.206
H21 0.512 -2.300 -4.670
H22 2.296 -3.606 -3.625
H23 4.471 -3.813 -2.448
H24 4.666 -2.945 -0.099
H25 2.649 -1.884 0.921
Cl1 0.956 0.674 -2.238
C25 -0.455 1.491 -1.564
C26 -1.065 0.908 -0.464
C27 -2.173 1.604 0.009
Cl2 -3.016 0.996 1.407
C28 -2.653 2.776 -0.576
Cl3 -4.055 3.578 0.042
C29 -1.991 3.314 -1.678
Cl4 -2.557 4.770 -2.415
C30 -0.866 2.668 -2.181
Cl5 -0.022 3.333 -3.537